[1]
{"formula": "C6H9FO", "method": "ωB97M-V/def2-TZVPD", "symbols": ["C", "C", "C", "O", "C", "H", "H", "H", "H", "H", "H", "H", "H", "C", "C", "F", "H"], "xyz": [[-0.418, -0.732, 0.577], [-0.022, -0.225, -0.536], [0.967, -0.910, -1.442], [-0.635, 0.841, -1.265], [-1.614, 1.699, -0.738], [-1.145, -0.238, 1.269], [0.036, -1.640, 0.875], [1.235, -0.232, -2.340], [0.587, -1.893, -1.905], [1.837, -1.274, -0.886], [-2.342, 1.880, -1.529], [-1.079, 2.708, -0.537], [-2.241, 1.188, 0.087], [3.761, 0.630, 0.093], [3.547, -0.416, 0.624], [3.456, -1.540, 1.236], [3.641, 1.250, -0.691]], "nbo_charge": [-0.53, 0.33, -0.67, -0.54, -0.26, 0.21, 0.21, 0.24, 0.23, 0.22, 0.19, 0.19, 0.18, -0.39, 0.42, -0.26, 0.23], "gap_ev": 9.78, "relative_energy_kj_mol": 414.67, "total_charge": 0}

=====

[2]
{"formula": "C36H42Cl8O18", "method": "ωB97M-V/def2-TZVPD", "symbols": ["O", "C", "C", "C", "O", "C", "O", "C", "C", "O", "H", "H", "H", "H", "O", "C", "C", "C", "O", "C", "O", "C", "C", "O", "H", "H", "H", "H", "O", "C", "C", "C", "O", "C", "O", "C", "C", "O", "H", "H", "H", "H", "O", "C", "C", "C", "O", "C", "O", "C", "C", "O", "H", "H", "H", "H", "C", "O", "C", "C", "O", "C", "H", "H", "H", "H", "H", "H", "H", "H", "H", "H", "Cl", "C", "C", "Cl", "H", "H", "H", "H", "Cl", "C", "C", "Cl", "H", "H", "H", "H", "Cl", "C", "C", "Cl", "H", "H", "H", "H", "Cl", "C", "C", "Cl", "H", "H", "H", "H"], "xyz": [[2.609, 0.887, 1.715], [1.566, 0.839, 1.087], [1.296, 1.753, 0.005], [0.156, 1.641, -0.684], [-0.065, 2.422, -1.747], [-0.961, 0.694, -0.362], [-2.002, 0.668, -0.984], [-0.702, -0.173, 0.779], [0.451, -0.114, 1.474], [0.659, -0.946, 2.486], [2.119, 2.376, -0.314], [-0.897, 2.177, -2.206], [-1.449, -0.880, 1.114], [1.599, -0.948, 2.774], [-0.056, 2.097, -6.594], [0.819, 1.591, -5.941], [2.225, 1.576, -6.328], [3.161, 0.929, -5.619], [4.449, 0.936, -5.931], [2.842, 0.164, -4.350], [3.704, -0.498, -3.805], [1.471, 0.211, -3.939], [0.530, 0.836, -4.644], [-0.737, 0.829, -4.218], [2.469, 2.101, -7.244], [4.932, 0.410, -5.269], [1.240, -0.382, -3.065], [-1.304, 1.312, -4.859], [-1.168, -4.031, 2.483], [-0.631, -4.793, 3.244], [0.466, -4.350, 4.151], [0.991, -5.194, 5.045], [2.008, -4.837, 5.839], [0.548, -6.621, 5.205], [1.064, -7.330, 6.040], [-0.514, -7.065, 4.294], [-1.009, -6.226, 3.385], [-2.024, -6.614, 2.575], [0.845, -3.354, 3.965], [2.380, -5.608, 6.294], [-0.803, -8.104, 4.218], [-2.246, -5.838, 2.029], [3.083, -1.333, 3.562], [3.798, -1.088, 4.509], [3.545, -1.654, 5.832], [4.249, -1.292, 6.913], [3.940, -1.711, 8.133], [5.359, -0.326, 6.812], [6.092, -0.079, 7.751], [5.599, 0.313, 5.531], [4.917, -0.084, 4.442], [5.096, 0.451, 3.238], [2.758, -2.376, 6.018], [4.462, -1.259, 8.812], [6.368, 1.042, 5.317], [4.311, 0.326, 2.668], [-3.502, 0.280, -6.520], [-3.103, 1.428, -5.822], [-3.892, 1.676, -4.691], [-3.708, 3.016, -4.038], [-2.464, 3.197, -3.424], [-2.550, 4.246, -2.456], [-3.503, -0.656, -5.940], [-2.778, 0.047, -7.300], [-4.509, 0.438, -6.917], [-3.767, 0.909, -3.906], [-4.963, 1.570, -4.922], [-4.615, 3.156, -3.445], [-3.870, 3.746, -4.851], [-3.305, 3.964, -1.713], [-2.807, 5.161, -2.996], [-1.615, 4.338, -1.910], [1.810, 6.460, -2.620], [2.820, 5.050, -2.221], [3.115, 4.249, -3.463], [4.233, 2.901, -3.235], [2.300, 4.450, -1.475], [3.744, 5.369, -1.739], [3.548, 4.904, -4.219], [2.184, 3.878, -3.892], [-0.307, -2.322, -1.964], [-2.071, -2.171, -1.992], [-2.682, -3.223, -2.882], [-4.435, -2.910, -3.098], [-2.328, -1.247, -2.511], [-2.426, -2.189, -0.968], [-2.569, -4.247, -2.528], [-2.210, -3.200, -3.863], [-5.002, -0.458, 1.433], [-5.262, -0.042, -0.278], [-6.339, 1.024, -0.324], [-6.481, 1.754, -1.949], [-5.573, -0.941, -0.807], [-4.317, 0.273, -0.715], [-6.122, 1.844, 0.354], [-7.303, 0.606, -0.044], [1.248, 0.754, 7.414], [1.093, 1.035, 5.659], [-0.308, 1.547, 5.368], [-0.470, 1.957, 3.653], [1.249, 0.073, 5.182], [1.852, 1.756, 5.361], [-0.692, 2.370, 5.963], [-0.961, 0.706, 5.616]], "mulliken_charge": [-0.66, 1.16, -0.57, 0.41, -0.42, 0.46, -0.48, -0.43, -0.23, -0.38, 0.28, -0.11, 0.57, 0.31, -0.59, 0.55, -1.22, 0.49, -0.60, 0.65, -0.68, 0.14, 0.07, 0.13, 0.44, 0.37, 0.35, -0.07, -0.55, 0.75, -0.70, 0.47, -0.49, 0.74, -0.61, -0.85, 0.19, -0.58, 0.52, 0.34, 0.43, 0.35, -0.73, 0.78, -0.64, 0.29, -0.54, 0.76, -0.61, -0.79, 0.23, -0.56, 0.50, 0.34, 0.47, 0.41, -0.86, -0.30, -0.32, -0.79, -0.10, -0.86, 0.27, 0.29, 0.37, 0.11, 0.60, 0.38, 0.30, 0.33, 0.37, 0.15, -0.21, -0.09, -0.24, -0.15, -0.11, 0.43, 0.46, -0.02, -0.19, 0.49, -0.61, -0.21, -0.52, 0.32, 0.40, 0.35, -0.21, 0.35, -0.54, -0.19, 0.24, -0.29, 0.32, 0.39, -0.20, 0.20, -0.61, -0.11, -0.29, 0.34, 0.41, 0.31], "gap_ev": 7.65, "relative_energy_kj_mol": 0.00, "total_charge": 0}

=====

[3]
{"formula": "C4H4N2", "method": "ωB97M-V/def2-TZVPD", "symbols": ["C", "C", "C", "C", "N", "N", "H", "H", "H", "H"], "xyz": [[2.731, 0.369, 1.099], [3.646, 0.317, 0.227], [1.540, 0.413, 1.956], [-0.522, -0.555, -0.610], [0.553, -0.147, 1.398], [0.072, -0.956, 0.605], [1.469, 1.179, 2.718], [-1.003, -1.400, -1.049], [-1.177, 0.257, -0.513], [0.288, -0.098, -1.228]], "nbo_charge": [-0.56, -0.04, 0.08, -0.48, -0.02, 0.04, 0.25, 0.23, 0.23, 0.27], "gap_ev": [7.12, 7.12], "relative_energy_kj_mol": 706.85, "total_charge": 0}

=====

[4]
{"formula": "CHCl3OSi", "method": "ωB97M-V/def2-TZVPD", "symbols": ["C", "O", "Si", "Cl", "Cl", "Cl", "H"], "xyz": [[1.527, -0.253, 0.050], [0.729, 0.419, 0.675], [-2.278, 0.684, 0.785], [-1.781, 2.156, -0.605], [1.670, -2.019, 0.072], [-2.063, -1.092, -0.409], [2.197, 0.105, -0.569]], "mulliken_spin": [0.00, 0.00, 1.63, 0.18, 0.00, 0.19, 0.00], "s_squared": 2.003, "gap_ev": [7.10, 7.90], "relative_energy_kj_mol": 14.31, "total_charge": 0, "spin_multiplicity": 3}

=====

[5]
{"formula": "C3H8N2O2", "method": "ωB97M-V/def2-TZVPD", "symbols": ["H", "N", "C", "N", "O", "C", "C", "O", "H", "H", "H", "H", "H", "H", "H"], "xyz": [[-1.851, 0.386, 0.070], [-1.835, 0.080, -0.941], [-0.665, 0.143, -1.408], [-0.319, -0.101, -2.723], [0.537, 0.483, -0.770], [0.488, 0.687, 0.698], [0.583, -0.622, 1.455], [0.638, -0.435, 2.823], [-1.133, -0.099, -3.394], [0.473, 0.461, -3.011], [-0.334, 1.334, 0.889], [1.445, 1.279, 0.848], [-0.343, -1.207, 1.345], [1.484, -1.051, 0.991], [0.831, -1.338, 3.128]], "nbo_charge": [0.34, -0.77, 0.69, -0.83, -0.54, -0.08, -0.10, -0.70, 0.40, 0.39, 0.18, 0.20, 0.17, 0.17, 0.47], "gap_ev": 10.25, "relative_energy_kj_mol": 180.64, "total_charge": 0}

=====

[6]
{"formula": "C23H30NPPb", "method": "ωB97M-V/def2-TZVPD", "symbols": ["C", "C", "C", "C", "C", "C", "C", "C", "N", "Pb", "C", "P", "H", "H", "H", "H", "H", "H", "H", "H", "C", "C", "H", "C", "C", "H", "H", "H", "H", "H", "H", "H", "H", "H", "H", "H", "H", "H", "H", "C", "C", "C", "C", "C", "C", "C", "C", "C", "C", "H", "H", "H", "H", "H", "H", "H"], "xyz": [[-2.986, 0.630, -2.948], [-2.489, 1.421, -1.924], [-1.380, 1.007, -1.159], [-0.696, -0.154, -1.540], [-1.290, -1.025, -2.465], [-2.416, -0.615, -3.193], [-1.007, 1.919, -0.015], [-1.944, 1.846, 1.242], [-2.198, 0.554, 1.806], [1.580, -0.484, -1.301], [-0.771, -2.436, -2.702], [-0.751, -3.425, -1.183], [-2.921, 2.402, -1.707], [-2.847, -1.314, -3.917], [-3.822, 0.982, -3.560], [0.242, -2.440, -3.153], [-1.456, -2.971, -3.379], [0.032, 1.783, 0.300], [-1.126, 2.959, -0.382], [-1.492, 2.448, 2.051], [0.080, -4.960, -1.553], [-2.439, -3.737, -0.684], [-2.920, 2.314, 0.994], [-3.185, -0.332, 1.264], [-1.484, 0.129, 2.978], [0.917, -1.677, 0.056], [-4.127, -0.285, 1.849], [-3.413, -0.065, 0.219], [-2.814, -1.373, 1.331], [-2.043, 0.376, 3.909], [-1.352, -0.963, 2.958], [-0.512, 0.653, 3.038], [-2.881, -4.515, -1.328], [-2.430, -4.081, 0.357], [-3.037, -2.820, -0.744], [-0.576, -5.575, -2.185], [1.026, -4.759, -2.078], [0.298, -5.480, -0.609], [-0.089, -2.707, -0.077], [4.537, 1.754, 3.333], [3.546, 0.763, 3.238], [2.796, 0.620, 2.077], [3.030, 1.463, 0.962], [2.368, 1.373, -0.298], [2.394, 2.395, -1.228], [3.315, 3.475, -1.066], [4.114, 3.513, 0.064], [3.984, 2.544, 1.100], [4.733, 2.642, 2.291], [5.152, 1.826, 4.229], [3.354, 0.101, 4.086], [1.993, -0.125, 1.996], [1.720, 2.393, -2.094], [3.378, 4.259, -1.831], [4.834, 4.324, 0.219], [5.468, 3.446, 2.353]], "nbo_charge": [-0.19, -0.21, -0.08, -0.41, 0.01, -0.22, -0.43, -0.26, 0.01, 1.11, -0.78, 1.30, 0.23, 0.23, 0.25, 0.27, 0.28, 0.26, 0.26, 0.25, -0.97, -0.98, 0.25, -0.47, -0.47, -0.31, 0.28, 0.26, 0.23, 0.28, 0.24, 0.26, 0.28, 0.27, 0.27, 0.28, 0.28, 0.28, 0.06, -0.20, -0.19, -0.23, -0.02, -0.35, -0.24, -0.22, -0.14, -0.07, -0.15, 0.24, 0.23, 0.20, 0.22, 0.24, 0.24, 0.23], "gap_ev": [4.72, 4.19], "total_charge": 2}

=====

[7]
{"formula": "C8H8FIO", "method": "ωB97M-V/def2-TZVPD", "symbols": ["C", "C", "C", "C", "C", "C", "C", "C", "O", "F", "I", "H", "H", "H", "H", "H", "H", "H", "H"], "xyz": [[-1.016, -2.158, 0.575], [0.187, -2.904, 0.407], [-0.890, -0.764, 0.481], [1.421, -2.291, 0.307], [0.326, -0.231, 0.267], [1.478, -0.861, 0.218], [0.345, 2.487, -1.106], [0.252, 2.030, 0.325], [-0.854, 2.191, 1.064], [1.435, 2.280, 1.077], [3.378, 0.089, 0.023], [-1.800, -2.765, 0.841], [0.065, -3.963, 0.547], [-1.816, -0.094, 0.761], [2.397, -2.893, 0.197], [1.221, 3.240, -1.309], [0.687, 1.587, -1.667], [-0.623, 2.732, -1.419], [-0.837, 1.632, 1.806]], "nbo_charge": [-0.20, -0.22, -0.26, -0.23, -0.13, -0.18, -0.72, 0.75, -0.69, -0.38, 0.13, 0.21, 0.21, 0.21, 0.23, 0.25, 0.26, 0.24, 0.50], "gap_ev": [9.03, 9.03], "relative_energy_kj_mol": 109.68, "total_charge": 0}